Molecular formula: C23H27N4O3PS
Method: DFT, wB97M-V/def2-TZVPD

Gap between HOMO and LUMO   8.3 eV
Structure (SMILES)   CN(C)c1ccc([P@@](=O)(Nc2ccccc2)N2CCOCC2)c(NC(=O)c2cccs2)c1

The geometry in XYZ format:
```
59
Properties=species:S:1:pos:R:3:forces:R:3
H -2.4771 3.5128 -1.1356 -0.0733 0.0854 -0.0388
C 0.4372 1.3075 0.0826 -0.1482 0.3238 -0.1082
O 3.3474 1.6846 0.1571 0.0131 0.0468 0.0136
H -2.8319 1.1477 -0.7537 -0.0907 -0.0146 -0.0279
H -0.0374 -4.1766 -2.4130 0.0751 0.0451 0.0078
C -1.2633 5.7121 -1.0704 -0.1796 -0.0718 -0.0767
H 1.6292 3.0473 0.0707 0.0414 0.0449 -0.0103
H -6.7794 -1.8531 1.7456 -0.0709 -0.0345 -0.0089
H 0.9880 -2.8251 -0.6197 0.0921 -0.0120 -0.0701
H 2.1322 -1.9466 1.7952 -0.2861 -0.0074 -0.0087
H -2.0530 5.5917 -0.3240 -0.0343 0.0370 -0.0334
C -0.8280 0.7421 -0.1423 -0.0462 -0.9107 0.1820
P -1.0325 -1.0549 -0.0212 -0.7683 0.0200 -1.3736
C -0.9006 -1.0827 -2.7347 -0.0916 -0.1589 -0.4436
C -1.6507 2.9151 -0.7896 -0.1833 0.1797 -0.0831
H 1.1076 -0.4290 0.8769 0.1160 -0.1020 0.1874
H -1.1162 -1.7264 -4.8012 -0.0579 -0.0117 0.0706
H 4.1349 -3.3967 2.5441 0.0076 -0.1555 0.0790
H 1.8881 4.7576 -1.2145 0.0520 0.0344 0.0236
N -0.1629 4.8177 -0.8083 0.0320 0.1513 -0.0188
O 0.3236 -2.8119 -3.9174 0.0792 0.0374 -0.1284
H -1.7078 -2.8994 -3.5851 0.0236 0.0796 -0.0284
C 5.4434 -1.8366 1.8409 -0.0291 0.3580 -0.1753
C 3.1555 -1.6383 1.6716 -0.0320 0.3888 -0.1838
C 0.6470 2.6585 -0.1253 0.2393 0.1275 0.0118
H -0.9125 6.7403 -1.0257 0.0035 -0.0351 -0.0011
C -3.5982 -1.1213 0.8665 -0.4481 0.2176 0.3140
N -2.6881 -1.3361 -0.1612 0.6163 -0.0207 -0.3390
H 1.1780 6.3688 -1.1254 -0.0096 -0.0324 0.0104
H 6.4220 -2.2185 2.0549 0.1922 -0.1181 0.0613
S 5.2789 -0.2995 1.1049 -0.4311 -0.3495 0.1522
C -5.7919 -1.4194 1.8053 -0.0043 -0.0136 0.0156
H 1.5491 -1.6248 -1.8218 -0.0275 -0.0193 0.0491
H 1.6686 -3.8601 -2.8542 -0.0527 -0.0103 0.0655
O -0.3682 -1.7233 1.1124 0.5277 0.1881 0.3950
C 4.2423 -2.4302 2.0848 0.2418 -0.1151 0.0514
C -5.4487 -0.6191 2.8818 -0.0942 0.0405 0.1227
C 2.7925 0.6784 0.5618 -0.1452 0.1013 -0.1152
N 1.4468 0.4620 0.5346 -0.0500 -0.1244 0.0794
H -3.8983 0.5465 3.7884 0.0327 0.0494 0.0630
H -6.1660 -0.4255 3.6647 -0.0575 0.0171 0.0637
H 1.4740 5.4546 0.3639 0.0847 0.0117 -0.0147
H -1.6920 5.5392 -2.0634 -0.0741 0.0503 0.0280
H -1.8813 -0.6165 -2.6329 -0.0019 0.0308 -0.1306
C -1.8529 1.5704 -0.5808 0.0810 0.0234 0.1077
C 0.7627 -2.3538 -1.5768 0.2001 -0.5063 -0.1199
C 0.6929 -3.4009 -2.6895 0.1860 0.0335 0.3178
H -2.2592 0.0943 1.9993 -0.0149 0.0855 0.1691
H -2.9447 -2.0479 -0.8319 0.1306 0.0313 0.0931
C -0.3858 3.4932 -0.5774 -0.0811 -0.2894 0.0062
C -4.1770 -0.0739 2.9495 -0.0557 -0.0088 0.0157
H -5.1447 -2.3009 -0.0361 -0.0255 -0.0470 -0.0881
N -0.5369 -1.7190 -1.4851 -0.1716 0.3157 0.6167
C 3.5531 -0.4491 1.1171 0.6952 -0.2300 0.1484
C 1.1622 5.3750 -0.6833 0.1565 -0.0661 0.0938
C -3.2557 -0.3199 1.9503 0.0763 -0.0116 0.0059
H -0.1681 -0.3110 -3.0116 -0.0707 0.0220 0.0327
C -4.8756 -1.6722 0.8018 0.1058 -0.0046 -0.0609
C -0.9225 -2.1632 -3.8201 -0.1947 0.3036 0.0333
```
Forces are in eV/Å.